The following is a quantum chemistry calculation of a cluster of 2 separate species, C6H9N in total, from the OMol25 dataset.

- HOMO-LUMO gap (Eh) = 0.3719
- structure (SMILES) = C=C=C1C[C@@H]2N[C@H]12.[H][H]
- HOMO (eV) = -9.03
- ΔE to the lowest compared entry with this formula, charge and spin (kcal/mol) = 116.17

Atoms and positions in Å:
C -0.08217 1.71316 2.22185
C -0.09277 1.23523 1.00431
C 0.00207 0.56865 -0.11075
C -0.49429 0.63568 -1.56288
C 0.20295 -0.71092 -1.79018
N -0.34650 -1.66717 -0.81855
C 0.71880 -0.72958 -0.40718
H -0.81518 1.38457 2.95827
H 0.69591 2.38845 2.56774
H -0.00388 1.43903 -2.12145
H -1.57399 0.65643 -1.73578
H 0.70137 -1.04546 -2.69209
H 0.09046 -2.57338 -0.98765
H 1.67685 -1.07706 -0.04091
H 1.05668 -0.51545 2.36084
H 1.00460 -1.17398 2.02779


The following is a quantum chemistry calculation of a structure of composition C4H6N2 at a distorted geometry, from the OMol25 dataset.

- HOMO-LUMO gap (Eh) = 0.3372
- HOMO (eV) = -8.68
- ΔE to the lowest compared entry with this formula, charge and spin (kcal/mol) = 136.74

Atoms and positions in Å:
N 2.88421 -0.43385 -1.12817
C 1.94635 -0.35533 -0.45539
C 0.74114 -0.29446 0.39316
C 0.14594 1.12844 0.37971
C -1.35489 0.14875 -0.26172
N -0.42334 -0.96998 -0.20304
H 1.00143 -0.75570 1.35780
H -1.08266 0.74290 0.75614
H 0.06468 1.63552 1.35585
H -1.48754 0.68425 -1.20024
H -2.34838 -0.12301 0.13809
H -0.23614 -1.36557 -1.11727